Molecular formula: C4H8N2O
Method: DFT, ωB97M-V/def2-TZVPD

E_LUMO (spin up / spin down): 4.01 / 3.94 eV
F_max: 4.642 eV/Å
energy relative to the best compared isomer or geometry (same formula, charge and spin): 27.4 kcal/mol
2S+1: 2
total energy: -9303.1390 eV
frontier orbital gap (spin up / spin down): 2.55 / 7.57 eV
charge: -1

The geometry in XYZ format:
```
15
C4H8N2O | OMol25 | ωB97M-V/def2-TZVPD
C 0.95915 0.30220 2.25711
C 0.47679 0.42128 0.85528
C 0.72501 -0.51167 -0.16384
N 0.14513 0.09183 -1.29126
C -0.22157 1.34462 -0.94022
N -0.01318 1.60117 0.32323
H 1.39661 -0.69553 2.17503
H 0.07838 0.36902 2.95476
H 1.70182 1.02283 2.40537
H 0.84324 -1.56147 0.06272
H 0.36063 -0.16284 -2.33464
H -0.58041 2.06165 -1.63304
H -1.27150 -1.02850 -1.44245
H -2.73498 -1.43509 -1.76345
O -1.86511 -1.81949 -1.46462
```

Taken from the Löwdin analysis, the atomic charges in e are: -0.14, -0.45, -0.25, -0.10, -0.34, 0.04, 0.04, 0.08, 0.02, 0.04, 0.14, 0.05, -0.02, 0.04, -0.15